[1]
Here is C10H7N2O5Zr as an isolated structure in a non-equilibrium geometry from the Open Molecules 2025 dataset. Energies are from the ωB97M-V functional and the def2-TZVPD basis.

ORCA input file:
```
! wB97M-V def2-TZVPD RIJCOSX def2/J DEFGRID3
* xyz 3 1
O 0.7688 0.0250 -5.6627
C 1.0328 0.0304 -4.6014
Zr 0.1390 -0.0167 0.2729
O 2.6533 0.0081 -1.7964
C 1.7159 0.0044 -1.1113
C -1.9255 -0.0120 0.6656
O -3.0396 -0.0206 0.9899
C -0.0881 -2.0372 -0.2028
O -0.1675 -3.1631 -0.3711
C -0.1322 2.0231 -0.2453
O -0.2272 3.1620 -0.4338
H -0.7905 -0.0228 -1.6084
N 0.6292 -2.2016 2.7985
C 1.0722 -0.9193 3.0435
C 1.6822 -0.6390 4.2682
C 2.1028 0.6311 4.5858
C 1.9399 1.6608 3.6553
C 1.3683 1.3609 2.4486
N 0.9582 0.0800 2.1994
H 0.0312 -2.4929 2.0475
H 0.8216 -2.8930 3.4851
H 1.7916 -1.4481 4.9804
H 2.5567 0.8465 5.5486
H 2.2550 2.6732 3.8748
H 1.2482 2.2031 1.6973
*
```

Lowest unoccupied orbital energy (alpha / beta) = -16.4 / -16.5 eV
Energy relative to the best compared isomer or geometry (same formula, charge and spin) = 153.9 kJ/mol
HOMO (alpha / beta) = -20.33 / -20.33 eV


[2]
Here is one molecule with the formula C4H9NO2 in a non-equilibrium geometry from the Open Molecules 2025 dataset. Energies are from the ωB97M-V functional and the def2-TZVPD basis.

ORCA input file:
```
! wB97M-V def2-TZVPD RIJCOSX def2/J DEFGRID3
* xyz 0 1
C -1.1037 -0.3803 -1.6429
N -0.6640 -0.2621 -0.2581
C -1.5619 0.0411 0.7201
O -2.4955 0.7975 0.6290
C 0.6847 -0.7158 0.0861
C 1.6717 0.4138 -0.0390
O 2.8727 0.0038 0.6190
H -1.7745 -1.2290 -1.7756
H -1.5962 0.5261 -2.0007
H -0.2292 -0.5366 -2.2722
H -1.3581 -0.4949 1.6710
H 0.9299 -1.5725 -0.5411
H 0.6175 -1.0545 1.1261
H 1.8982 0.6269 -1.0896
H 1.3067 1.3342 0.4226
H 3.5283 0.7058 0.5097
*
```

Lowest unoccupied orbital energy = 0.7 eV
Energy relative to the best compared isomer or geometry (same formula, charge and spin) = 154.8 kJ/mol
HOMO = -9.38 eV


[3]
Here is one molecule with the formula C18H13N3O2S2 in a non-equilibrium geometry from the Open Molecules 2025 dataset. Energies are from the ωB97M-V functional and the def2-TZVPD basis.

ORCA input file:
```
! wB97M-V def2-TZVPD RIJCOSX def2/J DEFGRID3
* xyz 0 1
O -1.6195 -1.3701 2.3155
C -0.6322 -0.9864 1.7435
C -0.2228 0.4600 1.6020
S -1.6282 1.5373 2.0029
C -2.6596 0.9864 0.7367
N -2.3142 0.1772 -0.2113
C -3.4568 0.0331 -0.9682
C -3.7155 -0.7085 -2.1111
C -4.9908 -0.6311 -2.6364
C -5.9822 0.1546 -2.0518
C -5.7419 0.9016 -0.9114
C -4.4685 0.8235 -0.3868
O -3.9327 1.4328 0.7101
N 0.2231 -1.8999 1.1677
C 1.4137 -1.6968 0.5317
N 2.0394 -0.5863 0.4061
C 3.2204 -0.7218 -0.2722
C 4.0438 0.4593 -0.4979
C 3.5482 1.7137 -0.1419
C 4.3047 2.8508 -0.3478
C 5.5672 2.7555 -0.9096
C 6.0695 1.5135 -1.2626
C 5.3172 0.3724 -1.0598
C 3.4886 -2.0008 -0.6700
S 2.2368 -3.0818 -0.1915
H 0.1043 0.6660 0.5846
H 0.5799 0.6990 2.2988
H -2.9472 -1.3154 -2.5612
H -5.2297 -1.1950 -3.5258
H -6.9638 0.1823 -2.4998
H -6.5027 1.5117 -0.4527
H -0.0956 -2.8606 1.2280
H 2.5644 1.7791 0.2952
H 3.9081 3.8162 -0.0698
H 6.1588 3.6444 -1.0710
H 7.0550 1.4339 -1.6977
H 5.7239 -0.5888 -1.3340
H 4.3291 -2.3787 -1.2133
*
```

Lowest unoccupied orbital energy = 0.4 eV
Energy relative to the best compared isomer or geometry (same formula, charge and spin) = 0.0 kJ/mol
HOMO = -8.27 eV


[4]
Here is one molecule with the formula C6H7N in a non-equilibrium geometry from the Open Molecules 2025 dataset. Energies are from the ωB97M-V functional and the def2-TZVPD basis.

ORCA input file:
```
! wB97M-V def2-TZVPD RIJCOSX def2/J DEFGRID3
* xyz 0 1
H 2.7020 1.2725 -1.6976
N 2.2075 0.3858 -1.8918
C 1.0817 0.1800 -1.4664
C 0.0787 0.5989 -0.5147
C 0.1774 0.9067 0.9946
C -1.0238 -0.3164 -1.0540
C -0.6120 -1.6206 -0.2650
C 0.2470 -0.9636 -1.4222
H 0.9710 1.4580 1.2517
H 0.3062 -0.0523 1.6509
H -0.7961 1.1344 1.2697
H -1.9849 -0.1960 -1.6756
H -0.2997 -1.4712 0.7637
H -1.0495 -2.5622 -0.5646
*
```

Lowest unoccupied orbital energy = 0.4 eV
Energy relative to the best compared isomer or geometry (same formula, charge and spin) = 625.7 kJ/mol
HOMO = -8.35 eV